Formula: C6H10O2
Source: the OMol25 dataset
Level of theory: the ωB97M-V functional and the def2-TZVPD basis

Calculated values
E_tot   -385.027874 a.u.
Charge   0
Spin multiplicity   1
Kohn-Sham gap   10.255 eV
F_max   0.078 Eh/bohr
Energy above the lowest of the compared OMol25 structures with the same formula, charge and spin   195.66 kJ/mol

Geometry (Å):
C1 -0.5919 3.2913 0.6341
C2 -0.6815 1.8697 0.0167
C3 0.2639 0.8946 0.2477
C4 0.6692 -0.5400 -0.3280
C5 -0.3763 -1.5994 -0.0345
C6 0.1754 -2.9953 -0.2034
O1 0.7727 -3.6709 0.5802
O2 0.4319 -3.3060 -1.5917
H1 -1.0633 4.0751 0.0913
H2 0.4902 3.6770 0.7024
H3 -1.0054 3.3524 1.7413
H4 -1.4003 1.8498 -0.7387
H5 0.9588 1.0755 1.0714
H6 0.8060 -0.3124 -1.3424
H7 1.6636 -0.8541 0.1445
H8 -0.6147 -1.3760 1.0461
H9 -1.3728 -1.1777 -0.3975
H10 0.8743 -4.2536 -1.6395

***

Formula: C6H10O2S
Source: the OMol25 dataset
Level of theory: the ωB97M-V functional and the def2-TZVPD basis

Calculated values
E_tot   -783.146769 a.u.
Charge   0
Spin multiplicity   1
Kohn-Sham gap   8.958 eV
F_max   0.084 Eh/bohr
Energy above the lowest of the compared OMol25 structures with the same formula, charge and spin   287.91 kJ/mol

Geometry (Å):
C1 -2.7037 -0.5996 0.1943
C2 3.8846 0.2235 -0.3188
C3 -2.1643 0.5802 0.4580
C4 3.0992 0.0408 0.6990
C5 -1.2846 1.3172 -0.4799
C6 0.9459 -0.2401 0.1304
O1 0.9852 -0.7187 -1.1485
O2 0.4775 -1.1106 1.0689
S1 0.4354 1.4500 0.2143
H1 -3.3286 -1.1174 0.9023
H2 -2.5484 -1.0909 -0.7528
H3 4.9544 0.3623 -0.2134
H4 3.5058 0.2556 -1.3301
H5 -2.3239 1.0646 1.4137
H6 3.2398 -0.0258 1.7543
H7 -1.5908 2.3544 -0.5938
H8 -1.2044 0.8344 -1.4527
H9 1.2921 -1.6337 -1.1359
H10 -0.4008 -0.8470 1.3834

***

Formula: C6H10O3
Source: the OMol25 dataset
Level of theory: the ωB97M-V functional and the def2-TZVPD basis

Calculated values
E_tot   -460.276181 a.u.
Charge   0
Spin multiplicity   1
Kohn-Sham gap   10.266 eV
F_max   0.018 Eh/bohr
Energy above the lowest of the compared OMol25 structures with the same formula, charge and spin   194.89 kJ/mol

Geometry (Å):
O1 0.0507 -1.5268 -1.4944
C1 0.0975 -0.3906 -1.1337
C2 -0.8610 0.7759 -1.1436
C3 0.2491 1.6872 -0.5904
C4 1.2411 0.4971 -0.5831
O2 2.2930 0.6956 -1.4801
O3 1.6973 0.0737 0.6607
H1 -1.7249 0.6393 -0.5003
H2 -1.1978 1.0174 -2.1437
H3 0.0564 2.0843 0.4030
H4 0.5638 2.4824 -1.2598
H5 2.7758 -0.1352 -1.5864
H6 2.2809 0.7557 1.0318
C5 -0.6804 -1.7681 1.6682
C6 -1.8222 -1.1250 1.6139
H7 0.1361 -1.4240 2.2871
H8 -0.5020 -2.6527 1.0624
H9 -2.6500 -1.4534 0.9880
H10 -2.0033 -0.2328 2.2005

***

Formula: C6H10O4
Source: the OMol25 dataset
Level of theory: the ωB97M-V functional and the def2-TZVPD basis

Calculated values
E_tot   -535.500206 a.u.
Charge   0
Spin multiplicity   1
Kohn-Sham gap   8.908 eV
F_max   0.056 Eh/bohr
Energy above the lowest of the compared OMol25 structures with the same formula, charge and spin   251.73 kJ/mol

Geometry (Å):
C1 -1.0796 -2.1712 -0.1458
O1 -0.1595 -1.0668 0.0803
C2 -0.7215 0.1728 0.0476
C3 0.0996 1.2506 -0.1016
O2 1.4931 1.0577 0.0940
C4 2.2460 0.0304 -0.3572
C5 3.3802 -0.1045 0.5755
O3 1.9627 -0.6051 -1.3283
O4 -2.0918 0.1662 -0.0512
C6 -2.7782 1.3987 -0.1824
H1 -0.5245 -3.0758 -0.4454
H2 -1.7324 -1.8538 -0.8944
H3 -1.6447 -2.3033 0.7898
H4 -0.1542 2.3302 -0.1089
H5 2.9291 -0.3648 1.6036
H6 4.2248 -0.7865 0.4442
H7 3.6755 0.9037 0.7802
H8 -2.8589 2.0769 0.6442
H9 -3.7747 1.0298 -0.3830
H10 -2.4912 1.9149 -1.0612

***

Formula: C6H10O5
Source: the OMol25 dataset
Level of theory: the ωB97M-V functional and the def2-TZVPD basis

Calculated values
E_tot   -610.667710 a.u.
Charge   0
Spin multiplicity   1
Kohn-Sham gap   9.989 eV
F_max   0.081 Eh/bohr
Energy above the lowest of the compared OMol25 structures with the same formula, charge and spin   459.16 kJ/mol

Geometry (Å):
O1 -0.0941 -1.6788 -1.3336
C1 0.0778 -1.3977 0.0620
C2 -1.1096 -0.4155 0.4037
O2 -2.3466 -1.0783 0.1715
C3 -1.0190 1.0273 -0.3084
O3 -2.0080 1.6888 0.4904
C4 0.5059 1.3774 0.0644
O4 1.7155 1.8609 -0.6369
C5 1.4414 0.4987 -0.6918
C6 1.4621 -0.8207 0.1431
O5 1.9264 -0.8587 1.4592
H1 -1.0725 -1.6437 -1.5171
H2 -0.0693 -2.3614 0.5930
H3 -0.9260 -0.2124 1.4909
H4 -3.1504 -0.6087 0.4918
H5 -1.3746 1.0430 -1.3692
H6 -1.6581 2.6006 0.5642
H7 0.6936 1.4498 1.1125
H8 1.1527 0.3117 -1.7248
H9 2.0401 -1.5526 -0.4541
H10 2.6678 -0.1137 1.5709

***

Formula: C6H10O6
Source: the OMol25 dataset
Level of theory: the ωB97M-V functional and the def2-TZVPD basis

Calculated values
E_tot   -686.022390 a.u.
Charge   0
Spin multiplicity   1
Kohn-Sham gap   9.717 eV
F_max   0.092 Eh/bohr
Energy above the lowest of the compared OMol25 structures with the same formula, charge and spin   118.56 kJ/mol

Geometry (Å):
C1 0.2719 -1.1052 -2.8142
C2 -0.1150 -0.3427 -1.5106
O1 -1.2740 0.4520 -1.8121
C3 -0.3502 -1.2859 -0.3793
C4 -0.4980 -0.9374 0.8985
O2 -0.6140 0.3473 1.3790
C5 -0.6641 0.5152 2.7759
O3 -1.7906 1.3581 3.0042
O4 0.5760 1.0266 3.1598
C6 1.1447 0.5971 -1.2008
O5 1.1129 1.8125 -1.0841
O6 2.1963 -0.1426 -1.0899
H1 0.0184 -2.1536 -2.6543
H2 1.3682 -0.9297 -2.8288
H3 -0.3223 -0.6075 -3.6319
H4 -1.2465 1.2139 -1.2359
H5 -0.2332 -2.3021 -0.6361
H6 -0.7123 -1.6620 1.6354
H7 -0.8373 -0.3321 3.4134
H8 -1.7194 2.1582 2.5656
H9 0.7603 1.8275 2.7971
H10 2.9283 0.4925 -0.7511

***

Formula: C6H10OS
Source: the OMol25 dataset
Level of theory: the ωB97M-V functional and the def2-TZVPD basis

Calculated values
E_tot   -707.819529 a.u.
Charge   0
Spin multiplicity   1
Kohn-Sham gap   9.265 eV
F_max   0.099 Eh/bohr
Energy above the lowest of the compared OMol25 structures with the same formula, charge and spin   605.86 kJ/mol

Geometry (Å):
C1 1.7081 -0.9959 -0.5250
C2 0.4746 -0.9368 0.3905
C3 0.2460 -0.1142 1.7005
C4 -0.5536 0.3101 0.3869
C5 -2.1559 0.2239 0.2421
C6 0.2385 1.5435 -1.4089
H1 2.5928 -1.5021 0.1803
H2 2.0064 0.2402 -1.3206
H3 1.2311 -1.9610 -1.4577
H4 0.1479 -2.0170 0.4430
H5 -0.3969 -0.6541 2.4086
H6 1.1389 0.4775 2.0975
H7 -2.2470 -0.9249 0.6605
H8 -2.3575 0.9360 1.0143
H9 -2.6384 0.3626 -0.7720
H10 -0.1239 0.5846 -1.8680
O1 -0.0701 1.5208 -0.1458
S1 0.7592 2.9069 -2.0262

***

> Among the records above, which one has the highest energy above the lowest of the compared OMol25 structures with the same formula, charge and spin?

C6H10OS

***

> Look up the spin multiplicity of the second one.

1